This record from the Open Molecules 2025 dataset describes a structure of composition C12H11NO4Pt. The level of theory is the ωB97M-V functional and the def2-TZVPD basis.

Atoms and positions in Å:
C1 0.003 -0.352 -5.125
C2 -0.001 0.956 -5.441
H1 2.144 -1.456 1.621
C3 -1.238 -1.619 3.559
H2 -2.152 -1.402 1.588
H3 0.944 -0.909 -4.995
C4 -0.004 -1.467 1.473
C5 -1.861 1.489 -0.607
C6 0.040 2.138 1.540
H4 -0.037 -1.831 5.361
C7 -1.233 -1.510 2.166
N1 0.010 -1.210 0.106
H5 -0.936 -0.909 -4.971
Pt1 0.014 2.022 -0.423
H6 -0.942 1.516 -5.556
C8 1.212 -1.540 2.184
O1 -2.935 1.046 -0.656
C9 1.883 1.479 -0.656
H7 2.139 -1.683 4.128
O2 0.055 2.064 2.692
H8 0.938 1.514 -5.580
H9 -0.827 -1.520 -0.392
C10 0.004 3.792 -1.203
O3 -0.004 4.868 -1.643
C11 1.195 -1.651 3.577
O4 2.953 1.037 -0.734
C12 -0.028 -1.706 4.266
H10 0.852 -1.528 -0.375
H11 -2.191 -1.627 4.095

Results
Multiplicity: 3
Total charge: +2
E in hartree: -938.1865
Largest force on an atom in hartree/bohr: 0.1455
Energy relative to the best compared isomer or geometry (same formula, charge and spin) in kcal per mole: 0.00